# 1
7
Properties=species:S:1:pos:R:3:forces:R:3 method="wB97M-V/def2-TZVPD" orbital_gap_ha="0.2483 / 0.2483"
Cl -2.315152 -2.410163 -0.783912 0.22 0.08 0.38
Cl 0.967712 -1.904084 0.460676 -0.03 0.06 -0.15
H 0.268774 0.373505 -0.044272 -1.79 -2.44 0.16
C -0.223861 -0.704336 -0.033350 2.93 1.78 0.44
C -1.385050 -1.119473 -0.392558 -2.60 2.69 -0.84
S -2.907144 1.118910 -0.495035 2.38 -1.62 -0.46
Br -4.534322 0.093267 0.328657 -1.11 -0.54 0.47

***

# 2
22
Properties=species:S:1:pos:R:3:forces:R:3 method="wB97M-V/def2-TZVPD" orbital_gap_ha=0.3060
H 0.786622 -0.905577 -1.409935 -0.04 0.09 -0.08
C 2.605634 -0.726487 -0.300361 -0.07 -0.14 0.70
C -1.539990 0.178964 -1.390473 -0.35 -0.30 -0.57
H 3.077176 -0.059146 0.422606 0.08 -0.17 0.01
H 3.263770 -0.800486 -1.178058 -0.20 0.24 -0.03
N -1.882367 -0.947038 1.308074 0.14 0.05 -0.31
C -0.737335 0.629271 -0.208104 2.10 -0.11 -0.83
H 1.346361 0.788348 -1.162246 0.04 0.00 -0.33
H 0.970525 -0.609823 2.384539 -0.83 0.21 -0.12
C -0.947499 0.086640 1.116405 1.87 -1.86 2.38
H -1.811150 -1.346798 2.234122 -0.03 0.11 -0.03
H -0.926818 -0.316660 -2.158664 0.15 0.11 0.23
H -1.751001 -1.694591 0.637209 -0.03 0.05 -0.03
O 0.627739 -0.535195 1.469711 -1.20 0.44 0.23
H -1.284268 2.611419 -0.258410 0.16 -0.10 0.03
H -2.334447 -0.530528 -1.155145 0.03 0.02 0.23
H 2.543548 -1.737604 0.104745 -0.01 0.15 0.18
C 1.264228 -0.203853 -0.730675 -1.57 0.82 -1.48
H -0.969552 0.786714 1.950563 -0.34 0.21 -0.36
H -2.017259 0.991794 -1.952162 0.10 0.16 0.43
H 0.162706 2.307172 0.518891 -0.13 0.05 -0.03
N -0.446625 2.033464 -0.242633 0.13 -0.03 -0.23

***

# 3
57
Properties=species:S:1:pos:R:3:forces:R:3 method="wB97M-V/def2-TZVPD" charge=+3 orbital_gap_ha="0.2091 / 0.2091"
C 5.021687 4.156391 1.291864 -0.07 0.02 -0.04
C 2.143463 -4.216662 1.175233 0.05 0.10 0.12
H -0.890520 0.305143 -3.106716 -0.08 -0.08 0.00
C 0.972722 -2.333649 2.123172 0.09 0.13 0.06
Rh 0.719754 0.039539 0.231459 1.14 -0.95 -0.81
H 5.613494 0.386309 1.023445 0.00 0.01 0.01
C 2.144598 -3.050770 -1.842345 -0.87 -0.09 -0.49
Br 2.888699 0.793159 3.749573 -0.06 0.00 -0.01
H 3.210556 4.318801 0.144886 -0.01 0.01 0.01
C 5.000221 2.533277 3.077743 0.01 0.00 0.01
H 6.658687 3.805523 2.630241 0.00 0.00 0.01
N -3.133892 1.883220 -1.456511 -0.07 -0.03 -0.03
H -2.019796 1.457246 -3.709236 0.03 0.03 0.01
C 1.577387 -4.170698 3.515334 0.02 -0.05 -0.10
C 3.718195 3.813261 0.955336 0.12 -0.06 0.13
H -3.513684 1.953461 -0.524223 0.05 0.01 0.02
C 4.725221 1.185847 -0.757681 0.10 -0.04 0.08
H 3.441727 -5.261240 -4.706405 0.02 -0.08 0.07
C 3.969705 -3.880474 -3.155793 0.00 0.03 0.00
C 2.708933 0.146898 -1.516714 0.02 0.14 -0.11
C 1.722493 -4.663944 -3.576437 -0.05 0.05 -0.05
H 1.945545 0.011750 -2.281513 0.01 0.01 -0.03
H -3.607624 2.395019 -2.190287 -0.07 -0.08 -0.01
C 3.678512 1.113173 -1.682726 -0.03 -0.06 0.10
S -1.528482 0.114676 -0.362072 -0.94 -0.35 0.70
H 0.189934 -3.851044 -2.323914 0.00 -0.01 0.01
N -1.622056 0.967913 -2.918086 0.09 0.11 -0.04
H 0.261412 -0.495107 2.730119 0.13 0.07 -0.02
C 4.782642 0.326219 0.334109 0.12 0.11 -0.12
H 5.496141 2.044268 3.905723 0.00 0.01 0.00
H 1.038438 -5.288415 -4.134523 0.00 0.02 -0.01
P 1.542892 -2.064069 -0.489861 0.96 0.70 0.20
C 3.077224 -4.660915 -3.883310 0.03 0.00 -0.03
C -2.117338 1.086851 -1.700219 0.51 0.24 0.11
H -0.739762 -1.310491 1.719660 -0.05 -0.09 0.30
C 3.794774 -0.624970 0.526484 -0.29 -0.09 -0.04
H 3.851416 -1.316460 1.358414 -0.04 0.04 0.04
H 2.566456 -5.810022 2.539243 0.02 0.01 0.02
C 3.701750 2.173666 2.748551 0.11 0.08 -0.04
H 1.565024 -4.652820 4.483676 0.03 0.01 0.01
I 1.075531 2.507668 1.254079 -0.81 0.08 -0.04
H 5.028398 -3.921508 -3.373479 -0.01 0.05 -0.05
C 2.751350 -0.743396 -0.411762 0.69 0.20 0.31
H 3.651151 1.778712 -2.534948 0.01 0.01 0.00
C 1.577265 -2.946366 1.036064 -0.25 -0.45 -0.02
C 3.512693 -3.048059 -2.149201 -0.05 -0.12 0.03
H 4.216500 -2.440259 -1.597371 0.00 0.01 0.00
C 0.998007 -2.914144 3.375100 -0.09 0.08 0.08
H 2.603790 -4.706373 0.327113 -0.05 -0.01 -0.03
C 3.073810 2.829183 1.695712 0.15 -0.06 -0.02
H 0.531791 -2.427453 4.223955 0.01 -0.02 0.01
C 5.650794 3.525514 2.354163 0.04 -0.04 0.01
N 0.242007 -1.084581 1.896279 -0.71 0.37 -0.53
C 1.247495 -3.853595 -2.560600 0.07 -0.06 0.09
H 5.532874 4.926750 0.730321 0.00 0.02 0.02
H 5.514424 1.912168 -0.902595 0.00 0.00 0.00
C 2.137199 -4.824709 2.420307 -0.04 0.06 0.05

***

# 4
16
Properties=species:S:1:pos:R:3:forces:R:3 method="wB97M-V/def2-TZVPD" orbital_gap_ha=0.3330
H 0.590126 1.004408 1.614012 3.18 3.60 -3.34
C 2.175404 -0.124624 -0.453852 -4.73 -0.40 -0.25
H 3.009084 0.277627 -0.043761 2.18 1.41 1.85
H -2.402396 -0.899497 1.197275 -1.08 -0.78 -2.51
C 0.857399 0.810666 -0.371643 2.82 -1.76 1.02
H 2.409111 -0.331708 -1.424441 0.50 -0.67 -2.90
O 1.199307 1.678982 0.743546 -4.86 -4.24 4.86
H 0.752812 1.625707 -1.082022 -0.34 -0.98 -1.25
S 1.671330 -1.696066 0.302062 -0.51 -0.55 -0.10
H -1.880958 1.077650 -0.983441 -0.19 -1.74 0.67
N -0.087647 -1.549374 0.051694 2.32 3.20 -0.28
H -1.959026 0.918912 0.834200 1.48 -0.76 -2.12
C -1.703591 0.298503 -0.159429 -1.17 -0.29 1.65
N -2.578891 -0.927059 0.111027 3.04 -1.73 1.29
H -1.730449 -1.864615 -0.115323 -3.67 3.23 0.71
C -0.321622 -0.299519 -0.219910 1.03 2.45 0.71

***

# 5
106
Properties=species:S:1:pos:R:3:forces:R:3 method="wB97M-V/def2-TZVPD" charge=+1 orbital_gap_ha=0.2827
C -3.897691 -1.059373 1.159555 -0.09 -0.34 0.65
Cl -2.074710 -0.153357 -6.606004 0.01 -0.02 0.06
H -4.639442 -2.391962 2.678730 0.03 0.18 0.48
H -1.571788 -0.215159 0.245098 0.19 -0.21 -0.12
C -4.462231 -0.711377 -2.092957 0.45 -0.57 0.58
Cl -10.637293 -0.696076 0.999884 0.09 -0.02 -0.02
S 1.927812 -2.805933 -3.402916 -0.13 0.33 -0.91
Cl 4.758393 6.622253 -5.953080 -0.04 -0.01 0.02
H 4.747730 -4.045789 1.421293 0.12 -0.41 0.26
C -2.177058 -3.193443 2.916918 0.40 0.96 0.32
H 1.805119 -0.950984 -0.058393 -0.08 -0.20 -0.27
H -0.309672 -2.127363 -1.537893 0.20 0.28 0.03
C 3.364789 -3.021439 0.402327 -1.42 -0.27 2.40
C 3.941503 2.041699 2.207265 -0.69 0.49 0.09
Cl -2.174475 -2.846118 -5.569567 0.00 0.02 -0.01
H -5.779880 -2.094015 0.811701 0.23 0.40 -0.15
H -1.867923 -1.036670 2.833743 -0.58 -1.05 0.19
N 4.124983 -1.943035 -0.265535 0.75 -1.24 1.04
H -3.623850 0.005580 1.161887 -0.18 -0.58 -0.29
H -2.873920 -0.700550 -3.526422 0.42 0.11 0.15
H -2.791813 1.100444 -1.048199 -0.15 0.01 -0.54
Cl -3.126065 -2.290123 -8.238342 0.01 0.03 0.09
I 4.816382 -0.424314 -2.785425 -0.51 -0.81 0.72
F 3.050630 -2.645642 -4.520469 -0.35 -0.08 1.25
H 2.397253 2.475498 0.760240 -0.37 0.04 0.19
H 3.515407 0.328548 0.223709 0.01 -0.64 0.11
C -9.000578 -1.038367 0.432465 -0.06 -0.03 -0.02
C -5.152221 -1.351431 0.298293 1.07 0.10 -0.13
C 2.183014 1.582393 5.829361 -0.03 0.14 0.13
H 5.692256 0.813821 2.295048 -0.14 -0.17 0.01
C -2.142347 2.519526 2.247442 0.03 0.19 0.06
Cl 2.792677 -0.056937 5.541093 0.01 -0.02 -0.03
H -5.639620 -2.458340 -1.458558 0.40 -0.18 -0.17
C -0.637354 -0.286021 -0.313171 0.50 0.32 -0.90
H 1.151405 -2.057038 1.122504 0.09 0.04 -0.17
H 5.204112 0.743783 0.052597 -0.16 -0.26 -0.07
H -2.353547 1.408391 -2.803699 -0.40 0.36 0.38
Cl 6.062359 5.680966 8.275227 0.01 -0.05 -0.09
Cl -2.848938 3.274217 3.678134 0.05 -0.06 -0.06
H -2.397912 -1.480454 -2.030335 -0.18 0.14 0.06
C 0.824334 2.781394 -4.037528 0.15 -0.08 0.00
Cl -1.561998 0.896882 2.664765 -0.07 1.59 0.05
C -0.183016 -1.765909 -0.516423 -0.29 0.69 1.07
C 2.089084 -3.079895 -0.496576 1.40 0.33 0.17
H -5.076612 -0.767611 -2.998165 0.21 -0.19 0.10
Cl 0.801198 1.883330 4.764957 0.14 -0.02 0.24
C 3.915851 -1.819647 -1.500900 -0.64 0.89 -2.07
H -5.696988 -0.394622 0.192721 0.02 -0.85 0.02
C 4.624585 0.671609 2.082072 0.55 -0.03 -0.08
C -0.793311 0.529498 -1.627018 -1.17 -0.54 0.08
H 4.270779 -0.046898 2.830038 -0.32 0.11 -0.21
Cl -9.064382 -1.631267 -1.232126 0.04 0.02 0.04
C 1.253918 -1.893398 0.042317 -1.11 -0.94 -0.73
Cl 5.600036 4.946724 5.521902 0.18 0.24 -0.08
H -2.677623 -1.633109 4.317778 0.37 0.20 -0.13
Cl -0.792684 3.503633 1.667509 0.00 0.04 -0.08
H -0.290041 1.502806 -1.580837 -0.32 -0.71 0.37
Cl -8.255747 -2.263176 1.465355 -0.28 -0.08 0.10
Cl 3.176838 8.850277 -6.887664 0.02 -0.08 0.06
H -4.794450 0.202438 -1.580964 0.21 -0.03 -0.23
H -2.609626 -3.874181 3.652398 -0.06 -0.09 -0.28
O 3.724031 -4.002202 -2.102439 -0.26 -0.06 -0.08
Cl 3.488004 2.748861 5.520066 -0.47 -0.23 0.47
H 4.003135 2.418407 3.240047 0.18 -0.50 -0.59
C -2.999747 -1.661064 -6.592845 -0.03 -0.03 -0.06
H 2.151884 0.973389 1.639177 -0.39 0.32 0.26
Cl 1.208512 1.071038 -3.768945 0.55 0.56 -0.69
H -4.498612 -0.644955 3.188536 -0.31 -0.36 0.15
Cl 2.292360 3.657901 -4.486171 -0.02 -0.21 0.16
Cl 0.153653 3.476830 -2.557382 0.16 0.62 -0.27
H 1.776977 2.523147 2.445494 0.02 0.08 -0.07
Cl -3.364768 2.392475 0.977386 0.04 0.46 0.23
H 3.393405 -4.955609 1.068536 -0.18 0.00 0.22
H -3.023770 -1.605558 0.767917 -0.30 0.03 -0.11
H 3.433421 -4.762091 -1.592558 0.16 -0.47 0.08
Cl 2.870373 7.900535 -4.178776 0.01 -0.04 -0.04
C -2.311552 0.719738 -1.953560 1.38 -0.84 -0.57
Cl 7.264999 3.287034 7.200023 -0.04 0.04 -0.03
C -4.033214 -1.480405 2.658492 0.99 0.84 -1.21
Cl -8.030798 0.435500 0.495776 -0.32 0.24 0.02
O 4.938477 -1.244011 0.544224 0.03 0.14 -0.22
Cl 1.661633 1.729228 7.508415 0.07 -0.03 -0.10
C -2.939870 -0.618256 -2.435733 -0.93 0.68 0.03
N 4.035217 -4.254657 0.740012 0.84 0.53 -1.60
C 3.181254 7.420034 -5.852363 -0.05 0.08 -0.04
Cl 1.922825 6.298608 -6.384504 0.00 0.22 -0.14
H -0.367025 -0.000189 -2.487673 -0.19 -0.04 0.66
C 6.785222 4.950681 6.839865 0.10 0.02 0.14
O 1.110070 -1.670750 -3.476270 -0.02 1.62 0.26
O 1.324667 -4.046565 -3.613394 -0.10 -1.83 0.13
H 1.618935 -4.069182 -0.525872 -0.23 0.28 0.35
Cl -0.363789 2.901077 -5.334762 0.00 0.05 0.01
C 4.505743 0.139489 0.646595 0.77 1.95 0.45
C -2.615716 -1.733745 3.227286 -0.77 -1.59 0.33
H 4.455482 2.803774 1.605139 0.16 -0.33 0.06
H -1.082850 -3.240963 3.014854 -0.19 -0.29 -0.10
C 2.448840 2.027703 1.759601 1.06 -0.64 -0.60
H -2.464353 -3.468965 1.898225 0.04 -0.16 0.13
C -4.765587 -1.894558 -1.112140 -0.95 1.26 0.30
Cl -4.618511 -1.353449 -5.950891 0.07 -0.01 -0.02
H -0.850782 -2.374932 0.112177 0.29 -0.17 -0.21
H 0.122316 0.234107 0.293568 -0.25 -0.25 0.06
Cl 8.202967 5.882694 6.351010 -0.08 -0.05 0.00
H 3.153536 -2.572090 1.385351 -0.50 0.47 -0.54
C 2.862976 -2.930295 -1.837773 1.46 0.52 -0.80
H -3.875610 -2.522445 -1.010877 -0.34 -0.26 -0.15